The following is a quantum chemistry calculation of a cluster of 9 separate species, C44H99NO10S in total, from the OMol25 dataset.

Computed properties:
**E_HOMO**: -8.9 eV
**Gap between HOMO and LUMO**: 0.346 hartree
**F_max**: 0.5 eV/Å
**Structure (SMILES)**: CCCCCCCCCN[C@@](CCCCCCOC)(CCCc1ccccc1)[C@H](S)OC.CCO.CCO.CCO.CCO.CCO.CCO.CCO.CCO
**Molecular weight**: 834.34 g mol⁻¹

```
155
Properties=species:S:1:pos:R:3:forces:R:3:mulliken_charge:R:1
S -1.521869 -5.404639 0.168586 0.295 0.068 -0.350 -0.245
O -3.637775 -4.053574 1.108952 -0.147 -0.052 0.160 -0.093
O 4.515041 -0.153072 4.048061 0.273 -0.105 0.002 -0.357
O -6.356340 6.548879 0.199347 0.055 -0.002 -0.094 -0.500
O 0.567195 6.094372 -5.875854 0.028 -0.107 -0.069 -0.476
O 11.383239 2.116082 4.851293 -0.010 -0.062 0.059 -0.480
O -2.309136 -4.810384 -3.444995 -0.088 -0.167 0.080 -0.311
O -4.756072 2.726804 -3.738326 0.051 -0.065 0.026 -0.538
O 8.268754 -1.118018 3.796823 0.076 0.012 -0.063 -0.524
O 2.529109 4.511674 -4.040503 0.027 0.070 -0.042 -0.421
O -3.769855 -7.282533 2.729785 0.070 0.045 0.075 -0.591
N -1.337491 -2.137363 0.006282 0.157 -0.208 -0.096 0.209
C 2.168416 -3.645532 2.494407 -0.137 0.196 0.006 -0.976
C -6.088970 6.401805 -1.194306 -0.057 0.021 0.035 0.035
C 4.488321 0.778156 2.993783 -0.075 0.123 0.074 -0.828
C -5.625195 2.871120 0.819149 0.096 -0.174 0.095 -0.584
C -1.843651 5.749756 -5.668926 0.091 -0.011 0.058 -0.932
C 2.710439 5.169758 -2.790311 -0.074 0.031 -0.039 -0.086
C -2.817258 -5.900934 -4.209235 0.123 0.010 0.041 -0.276
C -4.725138 -5.494941 4.098606 -0.023 -0.004 -0.071 -0.630
C 2.281377 -3.198759 3.963149 0.208 0.139 -0.117 -0.875
C -3.672439 -6.579632 3.966559 0.001 0.042 -0.056 -0.172
C -0.881667 -0.606784 -4.141093 0.009 0.018 -0.282 -0.406
C 0.753598 -4.026399 2.058050 0.164 0.033 0.158 -1.024
C -4.006461 -6.585748 -3.561795 0.018 0.129 0.109 -1.014
C -0.205190 -2.562749 -0.826129 -0.001 0.216 -0.046 -0.080
C -3.503318 -1.005620 1.418128 0.013 0.198 0.124 0.033
C -5.490193 1.512396 1.075912 0.111 0.151 0.116 -0.132
C -2.246198 -4.145465 1.285273 -0.123 -0.038 0.001 -0.037
C 8.283578 1.312808 3.983720 -0.071 0.034 0.072 -0.505
C 1.481989 5.954727 -2.370099 -0.037 -0.043 -0.045 -1.010
C -4.341899 3.363958 2.783514 -0.110 -0.109 -0.197 -0.784
C -4.517543 0.287242 -3.702802 0.017 0.078 -0.093 -0.893
C -1.518235 -2.771329 1.322876 -0.197 0.141 0.143 1.196
C -2.450822 -1.829035 2.152001 0.130 -0.074 -0.132 -2.694
C -5.040331 3.805690 1.665758 0.060 -0.161 0.049 -0.256
C -4.147690 -3.918395 -0.208659 -0.067 0.210 -0.104 -0.504
C -4.554805 -0.418038 2.390835 0.216 0.107 0.001 -1.348
C 11.558174 1.082901 5.818611 0.048 0.051 -0.002 -0.122
C 3.417519 0.272427 -3.018437 0.063 0.007 0.040 -0.491
C 1.101804 1.023090 -3.869859 0.119 0.147 -0.117 0.042
C -0.199473 -2.833398 2.146025 0.127 -0.110 -0.201 -1.610
C 8.895032 0.082946 3.347008 -0.148 -0.052 -0.009 -0.243
C -5.709503 7.712841 -1.855250 0.013 0.026 0.095 -1.218
C -4.769211 1.056748 2.181414 -0.101 0.176 -0.066 -0.007
C -4.211876 2.001570 3.041184 -0.063 0.154 -0.212 -0.351
C -0.714206 6.469467 -6.380788 -0.027 0.000 0.030 -0.374
C 3.140423 0.565725 -1.547892 0.121 -0.123 0.024 -0.650
C 4.106552 -1.463852 3.678231 -0.008 0.220 0.042 -0.433
C 0.508756 -0.168025 -4.619081 -0.002 -0.145 0.181 -1.000
C 0.018921 -1.552895 -1.950934 -0.013 -0.322 -0.115 -0.083
C -4.261129 1.607794 -3.002098 -0.058 0.024 -0.040 0.372
C 2.681246 -1.732701 4.122636 -0.056 -0.078 -0.149 -0.461
C 2.624132 1.132730 -3.998565 -0.338 -0.279 0.226 -0.673
C -0.887932 -1.774161 -3.160828 0.028 0.393 0.269 -0.117
C 11.841068 1.629311 7.204948 -0.032 0.082 -0.046 -1.150
H -3.988434 -1.586015 0.648779 -0.103 -0.107 -0.191 0.076
H 2.893049 0.828315 -5.012248 0.129 0.220 -0.125 0.322
H 1.334351 -3.359761 4.477289 -0.053 -0.104 0.063 0.415
H -6.526426 8.434797 -1.781868 -0.011 -0.008 -0.032 0.359
H -4.059979 0.287965 -4.692601 0.029 -0.020 0.009 0.236
H -0.759260 6.283340 -7.458689 -0.005 0.035 -0.006 0.288
H -1.767156 4.669486 -5.811120 -0.033 -0.003 -0.020 0.296
H -4.383334 -7.393366 -4.190863 0.022 0.000 -0.017 0.402
H -1.907187 -1.921838 -2.801344 -0.089 -0.181 -0.050 -0.426
H -6.184071 3.195371 -0.047791 -0.036 0.082 -0.044 0.488
H -5.268529 5.688239 -1.261038 0.009 -0.028 -0.003 0.213
H 10.627085 0.517780 5.815314 -0.007 -0.025 -0.006 0.245
H 0.813169 1.010723 -2.818393 -0.008 -0.062 0.071 0.180
H 8.342742 1.252002 5.070953 0.040 0.002 0.007 0.189
H -5.482354 7.564288 -2.911575 -0.006 -0.016 -0.008 0.312
H 4.479053 0.446771 -3.203828 0.066 -0.037 -0.063 0.477
H 3.584687 5.827750 -2.836921 0.023 -0.024 0.039 0.287
H -3.665661 -6.632309 2.028798 -0.193 0.110 -0.059 0.306
H 2.845785 -4.474076 2.294106 0.006 -0.101 -0.004 0.503
H 3.892088 0.085331 -0.920385 0.030 -0.021 0.054 0.327
H 1.256105 6.732939 -3.101188 0.009 0.011 0.008 0.269
H -0.410968 -3.526466 -1.283818 -0.041 -0.220 0.031 0.100
H 9.945798 -0.012341 3.613426 0.026 0.015 -0.011 0.216
H -2.225377 -6.450852 0.615961 -0.052 0.000 0.133 0.145
H -1.801021 -1.126628 2.679869 0.013 0.052 0.082 0.614
H 0.359250 -1.950375 1.820140 -0.009 0.149 0.110 0.320
H -2.813344 6.071934 -6.049980 -0.002 -0.001 -0.018 0.363
H 0.672148 1.941184 -4.276808 -0.129 0.034 0.018 0.179
H -6.955820 5.959009 -1.696833 0.017 -0.025 -0.020 0.242
H 2.494381 -2.826083 1.846536 0.084 0.023 -0.068 0.333
H -3.020261 -0.165392 0.920705 0.066 -0.005 -0.152 0.593
H -0.450522 -2.662888 3.192568 -0.001 -0.032 0.111 0.820
H 8.833903 0.152788 2.254935 0.046 0.000 -0.006 0.268
H -2.668983 -6.148904 4.073835 0.013 -0.028 0.049 0.100
H 2.924578 4.378795 -2.071166 0.031 -0.010 0.012 0.168
H 0.660459 5.145885 -6.016975 -0.043 -0.040 0.041 0.287
H -4.812235 -5.870217 -3.394359 -0.016 -0.001 -0.005 0.219
H 0.718882 -2.659713 -0.246670 0.057 -0.014 0.039 -0.081
H 3.467992 1.012641 2.677134 -0.075 -0.075 -0.104 0.295
H -5.118136 -3.432411 -0.121217 -0.038 -0.006 0.082 0.204
H 12.768675 2.206696 7.211986 0.020 -0.025 0.015 0.329
H 2.892807 2.173937 -3.852815 0.208 0.146 -0.125 0.041
H 11.940302 0.820904 7.930235 0.006 -0.016 -0.007 0.328
H -0.582446 -2.680165 -3.682655 -0.044 -0.159 0.038 0.336
H 3.032497 -3.806706 4.470247 -0.053 -0.094 0.119 0.461
H -3.191012 1.781721 -2.892841 0.014 0.011 0.005 0.180
H -3.103144 -5.473472 -5.169747 0.011 0.000 -0.025 0.321
H 8.791288 2.221751 3.662257 0.044 -0.023 -0.012 0.325
H -4.292246 -4.892284 -0.663952 0.039 -0.197 -0.165 0.276
H -2.023550 -5.146330 -2.583601 -0.088 0.068 -0.031 0.071
H 2.598769 -1.418201 5.162131 -0.036 -0.003 0.090 0.442
H 2.006545 -1.108459 3.530968 -0.081 0.099 0.061 0.046
H -1.460973 -0.896736 -5.019294 -0.167 -0.035 0.034 0.495
H 0.405497 -4.836698 2.702634 -0.129 -0.149 -0.110 0.344
H 5.066366 0.426608 2.134372 -0.011 -0.032 -0.107 0.349
H -3.659935 1.681031 3.914775 0.030 -0.098 0.052 0.342
H 4.792428 -2.165686 4.157557 0.013 -0.042 0.096 0.298
H -2.020862 -6.630557 -4.394118 -0.010 -0.002 -0.045 0.281
H -5.722957 -5.925309 4.010120 -0.008 -0.006 0.026 0.308
H -5.589555 0.115625 -3.831106 0.001 -0.022 0.059 0.483
H 3.180255 1.635592 -1.342715 -0.046 0.095 -0.002 0.129
H 11.033103 2.287911 7.524074 -0.012 -0.013 0.012 0.300
H -1.145332 -1.160295 0.201621 -0.269 0.117 0.004 0.429
H 0.615902 5.294681 -2.307784 -0.001 -0.005 0.020 0.225
H -5.942116 0.791628 0.405571 -0.034 -0.058 -0.038 0.432
H -2.149817 -4.552535 2.292273 0.117 0.008 0.090 0.443
H -4.835485 8.144072 -1.366913 0.015 -0.008 -0.013 0.317
H -4.215192 -0.571722 3.415484 -0.073 -0.065 0.101 0.634
H 7.226804 1.391833 3.718990 0.005 0.003 -0.026 0.012
H -4.101916 -0.543226 -3.128697 -0.014 0.000 0.004 0.060
H -4.609094 -4.748661 3.308580 0.008 -0.008 0.024 -0.001
H 3.251371 -0.790293 -3.212302 -0.047 -0.071 -0.026 0.243
H -0.784438 7.544961 -6.225398 0.004 0.024 -0.013 0.286
H 0.808045 -4.410565 1.046618 -0.039 -0.131 -0.088 0.599
H 4.941817 1.697086 3.356522 0.015 0.043 0.060 0.306
H 1.192813 -1.020059 -4.552195 0.026 -0.062 -0.001 0.362
H -5.133466 4.859432 1.447807 -0.062 0.064 0.048 0.363
H -3.505730 -3.304592 -0.836204 0.111 0.010 -0.064 0.130
H -5.502303 -0.941117 2.270407 -0.052 -0.122 0.085 0.420
H -7.093322 7.157553 0.303916 -0.017 0.017 0.017 0.272
H 0.456415 0.086738 -5.677594 0.077 0.027 -0.096 0.418
H 2.172564 0.184728 -1.227465 -0.103 0.080 0.008 0.062
H -4.646634 -4.990393 5.063092 0.015 -0.013 0.016 0.335
H -0.122657 -0.540490 -1.562985 0.025 0.071 0.084 0.207
H -2.939745 -2.432591 2.916757 0.009 -0.064 0.103 0.501
H 1.060239 -1.633670 -2.268443 0.063 0.138 0.002 -0.029
H 2.351961 5.190212 -4.701385 -0.022 0.082 0.055 0.263
H -1.805745 5.948366 -4.597672 -0.015 0.013 0.002 0.226
H 7.329499 -1.053977 3.596115 -0.053 0.033 0.083 0.279
H -4.696952 1.598560 -1.999784 0.014 -0.005 0.099 -0.175
H -1.405580 0.245580 -3.698786 0.015 0.093 0.025 -0.175
H 12.194725 2.630971 4.817311 0.012 0.029 -0.022 0.279
H 12.360293 0.406287 5.504490 -0.025 -0.034 0.004 0.275
H 1.634065 6.425780 -1.397605 0.018 -0.002 0.003 0.375
H -3.895518 4.086586 3.451509 0.047 0.019 0.075 0.388
H 4.213033 -1.584216 2.597219 0.028 -0.097 -0.089 0.360
H -3.725828 -7.012776 -2.596049 -0.003 -0.023 0.005 0.247
H -5.705152 2.613024 -3.844497 -0.021 0.008 -0.023 0.302
H -3.791634 -7.334567 4.742159 0.015 -0.014 0.019 0.374
```
Positions in Å, forces in eV/Å.